50
Properties=species:S:1:pos:R:3:lowdin_charge:R:1 method="wB97M-V/def2-TZVPD" orbital_gap_ev="5.70 / 5.44" homo_ev="-13.665 / -15.651" largest_force_ev_per_a=3.81 multiplicity=6 total_charge=+2 relative_energy_kj_mol=185.3
H 1.69 2.94 -0.16 0.13
N 0.94 1.34 -1.32 -0.17
B -0.39 0.03 -3.31 -0.38
N 0.21 1.27 -2.53 0.03
C 0.43 2.44 -3.16 -0.01
Ir 2.01 0.08 -0.25 1.58
H 0.15 2.53 -4.19 0.14
C 1.11 3.32 -2.32 0.00
H 1.43 4.32 -2.55 0.12
C 1.31 2.65 -1.13 -0.07
H -0.29 0.24 -4.51 0.12
C -2.59 -3.10 0.91 -0.03
H -1.51 -3.06 0.98 0.02
H -2.93 -4.14 1.06 0.04
H -2.91 -2.77 -0.08 0.00
N -1.98 -0.22 -3.25 0.02
N 0.75 -1.02 -2.94 0.03
N -2.66 -0.32 -2.03 0.18
N 1.60 -1.08 -1.80 -0.17
C -2.90 -0.27 -4.26 0.07
C 1.33 -1.79 -3.90 -0.01
H -2.66 -0.21 -5.32 0.16
H 0.96 -1.76 -4.90 0.14
C -4.19 -0.41 -3.70 0.10
C 2.42 -2.47 -3.37 0.00
C -3.96 -0.44 -2.30 -0.05
C 2.51 -2.08 -2.04 -0.08
H -5.13 -0.48 -4.20 0.14
H 3.06 -3.19 -3.87 0.13
H -4.72 -0.51 -1.53 0.14
H 3.12 -2.41 -1.22 0.13
H -3.02 -2.50 1.63 -0.03
O 0.19 1.43 7.46 0.12
N 1.14 1.65 6.68 -0.29
O 2.17 2.27 7.02 0.12
C 1.04 1.16 5.31 -0.04
C -0.14 0.54 4.86 0.13
C -0.28 0.25 3.52 -0.02
C 0.81 0.36 2.58 -0.21
O 0.56 0.06 1.36 -0.08
C 2.07 0.79 3.12 -0.03
C 2.13 1.32 4.42 0.14
N 3.22 0.81 2.30 -0.33
O 4.25 1.32 2.73 0.13
O 3.30 0.02 1.21 -0.25
N -1.55 -0.24 3.02 -0.29
O -2.21 -0.93 3.84 0.11
O -1.95 0.05 1.89 0.10
H -0.98 0.40 5.53 0.15
H 3.04 1.80 4.74 0.14

43
Properties=species:S:1:pos:R:3:lowdin_charge:R:1 method="wB97M-V/def2-TZVPD" orbital_gap_ev=8.20 homo_ev=-8.944 largest_force_ev_per_a=1.14 total_charge=0 smiles="CCB(O)c1ccc2c(c1P(O)O)C(=O)c1c(cccc1P(=N)(O)O)C2=O"
C -0.58 0.50 3.98 -0.12
C -1.86 -0.35 4.14 -0.19
B -2.82 -0.37 2.89 -0.50
O -4.15 -0.68 3.06 0.15
C -2.39 0.08 1.43 -0.11
C -3.03 1.19 0.88 -0.01
C -2.67 1.70 -0.35 0.02
C -1.65 1.08 -1.06 -0.08
C -1.02 -0.06 -0.56 -0.05
C -1.39 -0.58 0.70 -0.21
P -0.72 -2.07 1.53 0.91
O 0.89 -1.91 1.22 -0.26
O -1.09 -3.30 0.52 -0.26
C 0.01 -0.66 -1.49 -0.28
O 0.00 -1.83 -1.76 0.14
C 0.92 0.36 -2.14 -0.06
C 0.27 1.51 -2.60 -0.09
C 0.98 2.52 -3.23 0.01
C 2.35 2.40 -3.38 -0.05
C 3.00 1.27 -2.91 -0.06
C 2.30 0.23 -2.29 -0.17
P 3.41 -1.12 -1.77 0.49
N 4.59 -1.25 -2.76 -0.15
O 2.61 -2.47 -1.53 -0.13
O 3.89 -0.63 -0.32 -0.14
C -1.20 1.63 -2.37 -0.28
O -1.95 2.17 -3.15 0.13
H -0.80 1.52 3.68 0.08
H -0.06 0.56 4.94 0.07
H 0.13 0.06 3.28 0.05
H -2.42 0.04 5.00 0.10
H -1.56 -1.37 4.40 0.09
H -4.26 -1.34 3.75 0.11
H -3.82 1.66 1.44 0.12
H -3.16 2.56 -0.77 0.13
H 1.31 -2.71 1.55 0.06
H -1.99 -3.22 0.18 0.07
H 0.44 3.40 -3.57 0.13
H 2.90 3.19 -3.86 0.11
H 4.07 1.19 -3.04 0.10
H 4.65 -2.19 -3.14 -0.01
H 2.61 -2.70 -0.60 0.06
H 3.26 -0.01 0.09 0.08

44
Properties=species:S:1:pos:R:3:lowdin_charge:R:1 method="wB97M-V/def2-TZVPD" orbital_gap_ev="5.58 / 5.80" homo_ev="-1.526 / -1.751" largest_force_ev_per_a=1.47 multiplicity=2 total_charge=-2
Pd 0.36 -0.24 0.41 0.49
C -0.36 -3.57 -0.72 -0.04
C -1.42 -2.69 -1.40 -0.54
C -2.48 -3.53 -2.10 -0.04
O -2.02 -1.84 -0.44 -0.09
C -0.63 -1.80 -2.45 -0.64
O -0.36 -2.30 -3.53 0.01
O -0.37 -0.66 -2.00 -0.22
H -0.81 -4.16 0.08 0.08
H 0.41 -2.91 -0.30 0.06
H 0.10 -4.22 -1.46 0.08
H -2.82 -4.34 -1.46 0.07
H -2.05 -3.93 -3.02 0.07
H -3.33 -2.90 -2.36 0.08
H -1.68 -0.93 -0.66 0.07
Cl 2.38 0.56 -0.94 -0.05
Ge 0.35 1.77 -1.13 0.08
Cl 1.03 3.79 -0.15 -0.08
Cl 0.67 2.58 -3.24 -0.14
O -0.31 1.39 1.98 -0.12
C 0.85 1.71 2.33 -0.74
O 1.88 1.06 2.09 -0.09
C 1.01 2.96 3.17 -0.16
C 0.02 3.37 4.06 -0.03
C 0.23 4.48 4.85 -0.11
C 1.40 5.21 4.74 -0.13
C 2.37 4.83 3.83 -0.10
C 2.18 3.70 3.05 -0.06
H -0.90 2.80 4.12 0.11
H -0.53 4.80 5.55 0.09
H 1.55 6.08 5.36 0.08
H 3.28 5.41 3.73 0.09
H 2.92 3.38 2.34 0.11
Br -2.99 -1.24 4.25 0.69
C -1.18 -1.26 3.67 -0.67
C -0.18 -1.01 4.59 -0.12
C 1.13 -1.14 4.14 -0.07
C 1.36 -1.50 2.82 -0.14
N 0.38 -1.69 1.93 -0.04
C -0.89 -1.60 2.36 -0.20
H -0.41 -0.72 5.61 0.10
H 1.96 -0.95 4.80 0.10
H 2.37 -1.62 2.45 0.12
H -1.67 -1.83 1.65 0.09

53
Properties=species:S:1:pos:R:3:lowdin_charge:R:1 method="wB97M-V/def2-TZVPD" orbital_gap_ev="7.30 / 7.50" homo_ev="-5.989 / -5.775" largest_force_ev_per_a=1.33 multiplicity=2 total_charge=-1 relative_energy_kj_mol=26.9
Re -1.03 1.27 0.81 1.65
N -2.54 0.58 -0.66 -0.07
C -2.62 1.60 -1.74 -0.13
C -2.50 2.96 -1.11 -0.49
O -3.11 3.92 -1.53 0.08
N -1.65 2.95 -0.01 -0.14
C -1.65 4.08 0.90 -0.11
C -2.17 3.51 2.21 -0.56
O -2.61 4.20 3.09 0.08
O -2.09 2.17 2.26 -0.22
H -2.34 -0.33 -1.07 -0.03
H -3.43 0.47 -0.21 0.11
H -3.55 1.55 -2.29 0.12
H -1.80 1.43 -2.42 0.13
H -2.27 4.91 0.58 0.12
H -0.63 4.41 1.08 0.11
N 0.81 -0.40 3.27 0.16
C 1.22 0.87 2.89 -0.47
N 2.28 1.45 3.39 0.04
N 2.31 2.68 2.79 -0.06
N 1.33 2.82 1.97 -0.02
N 0.60 1.65 2.01 -0.13
C -0.40 -0.94 2.90 -0.45
N -0.94 -1.99 3.47 0.05
N -2.09 -2.21 2.75 -0.08
N -2.21 -1.34 1.81 -0.06
N -1.12 -0.50 1.87 -0.12
H 1.23 -0.76 4.11 0.14
S -2.01 -2.53 -1.94 0.57
C -1.10 -3.40 -0.84 -1.15
N -1.40 -3.59 0.44 -0.06
C -0.49 -4.44 1.22 -0.23
C 0.85 -4.35 0.52 -0.41
S 0.40 -4.21 -1.24 0.87
H -2.08 -3.00 0.89 0.06
H -0.86 -5.47 1.21 0.12
H -0.45 -4.10 2.25 0.09
H 1.47 -5.23 0.68 0.08
H 1.40 -3.46 0.80 0.08
Br 2.87 -3.16 -3.65 0.70
C 2.95 -1.30 -3.25 -0.66
C 3.96 -0.54 -3.81 -0.14
C 4.02 0.81 -3.52 -0.07
C 3.08 1.39 -2.68 -0.01
C 2.07 0.61 -2.13 -0.12
C 2.00 -0.74 -2.41 -0.06
C 1.09 1.28 -1.19 -0.55
O 1.12 2.48 -1.05 0.06
O 0.25 0.44 -0.57 -0.22
H 4.69 -1.01 -4.46 0.09
H 4.81 1.42 -3.95 0.10
H 3.11 2.44 -2.43 0.12
H 1.20 -1.34 -1.99 0.08

Taking the records one at a time from the top gives electronic energy values of -48077.925 -51931.890 -196190.330 -138818.241 eV.